[1]
# C19H33IN4O3S

A structure of composition C19H33IN4O3S at a distorted geometry (ωB97M-V/def2-TZVPD, the Open Molecules 2025 dataset).

Results
net charge	0
calculated total energy	-51276.039	eV
Kohn-Sham gap	8.2	eV

```
61
Properties=species:S:1:pos:R:3:forces:R:3:nbo_charge:R:1
C -5.4255 0.8543 0.1824 0.064 0.052 0.186 -0.601
C -4.8346 -0.3549 0.8885 0.294 -0.020 -0.418 -0.389
C -4.6237 -1.6031 -0.0173 0.219 -0.021 0.552 -0.439
C -3.1607 -1.9714 -0.1527 -0.034 0.348 -0.368 0.039
C -2.6895 -2.9560 0.7716 0.998 -0.012 -0.076 -0.193
C -1.3739 -3.3296 0.8592 -0.948 0.191 0.068 -0.177
C -0.4570 -2.7004 -0.0142 0.445 -0.318 0.398 0.060
N 0.8702 -2.8994 -0.0550 -0.063 -0.213 0.068 -0.607
S 1.4392 -1.9478 -1.1985 -0.280 0.128 -0.118 0.966
N 0.0860 -1.2322 -1.6943 0.224 0.002 -0.004 -0.663
C -0.9032 -1.7380 -0.9462 -0.543 0.214 -0.280 0.175
C -2.2898 -1.3740 -1.0347 0.230 -0.269 0.063 -0.055
C -2.6383 -0.3478 -2.0800 0.259 -0.462 0.481 -0.572
C -3.7531 -0.6944 -3.0283 0.927 -0.182 0.387 0.517
O -4.5540 0.0652 -3.4050 -1.222 0.767 -0.487 -0.495
I -3.6496 -2.6771 -3.8854 0.037 -0.202 0.043 -0.003
H -4.7616 1.2188 -0.5921 0.106 0.016 -0.283 0.198
H -6.3897 0.6503 -0.2730 -0.145 -0.084 -0.039 0.208
H -5.5427 1.6706 0.8908 -0.138 0.106 0.077 0.212
H -3.8658 -0.0653 1.2909 0.133 0.011 0.137 0.203
H -5.4385 -0.6279 1.7468 -0.216 -0.046 0.095 0.206
H -5.0926 -2.4371 0.4957 -0.185 -0.211 -0.138 0.217
H -5.1344 -1.5157 -0.9690 -0.024 0.220 -0.268 0.221
H -3.4166 -3.3963 1.4333 -0.071 -0.135 0.132 0.216
H -1.0629 -4.0620 1.5841 0.201 -0.112 0.032 0.231
H -2.8190 0.6172 -1.6179 -0.369 0.208 -0.082 0.249
H -1.7627 -0.2196 -2.7136 0.133 -0.004 -0.144 0.281
C 3.6591 2.4010 -4.3214 -0.062 0.005 -0.125 -0.614
C 2.9320 1.4282 -3.3982 0.198 0.156 0.040 -0.083
C 2.1079 2.1072 -2.2943 -0.151 -0.146 -0.005 -0.076
O 2.8650 2.6233 -1.2162 0.007 0.079 -0.029 -0.550
C 3.4377 3.8997 -1.4301 0.049 -0.087 0.125 -0.248
N 3.9017 0.4708 -2.8562 -0.186 0.033 0.088 -0.820
H 4.5514 2.8170 -3.8548 -0.010 0.011 0.069 0.202
H 3.9813 1.8865 -5.2264 0.027 -0.033 0.033 0.221
H 3.0085 3.2260 -4.6189 0.010 0.007 0.024 0.203
H 2.2207 0.8663 -4.0110 -0.061 -0.017 0.044 0.190
H 1.4532 1.3517 -1.8510 0.022 0.003 0.025 0.188
H 1.4604 2.8902 -2.7118 0.060 0.027 -0.054 0.162
H 2.7880 4.5322 -2.0418 0.007 -0.003 -0.044 0.168
H 4.4212 3.8244 -1.8998 -0.025 0.067 -0.084 0.166
H 3.5650 4.3696 -0.4552 -0.026 -0.023 0.010 0.190
H 3.3993 -0.2367 -2.3296 0.065 -0.087 -0.052 0.343
H 4.4553 0.9568 -2.1555 0.073 0.005 -0.051 0.355
C 3.2354 0.2217 3.4710 0.118 -0.004 -0.099 -0.615
C 2.5449 -1.1361 3.5604 -0.055 0.232 0.139 -0.083
C 1.1853 -1.1896 2.8508 0.005 -0.189 -0.044 -0.070
O 0.1244 -0.5563 3.5411 0.019 0.092 -0.041 -0.551
C 0.0452 0.8467 3.3748 -0.100 -0.078 0.095 -0.248
N 2.4539 -1.5328 4.9690 -0.121 -0.110 -0.102 -0.824
H 2.8006 0.9466 4.1584 -0.067 -0.010 0.006 0.201
H 4.2883 0.1227 3.7341 -0.018 -0.020 0.049 0.220
H 3.1796 0.6289 2.4590 -0.026 0.009 0.010 0.206
H 3.1872 -1.8621 3.0535 -0.053 -0.053 -0.039 0.190
H 0.8891 -2.2380 2.7661 -0.028 0.013 0.024 0.185
H 1.2597 -0.7950 1.8284 0.048 0.072 0.022 0.158
H 0.3520 1.1485 2.3686 0.048 0.011 -0.004 0.170
H 0.6526 1.3737 4.1143 0.054 0.062 -0.076 0.167
H -0.9949 1.1366 3.5249 -0.008 -0.034 -0.007 0.187
H 2.1058 -2.4855 5.0285 0.095 -0.012 0.010 0.351
H 1.7268 -0.9705 5.4031 0.057 0.047 0.032 0.354
```
Forces are in eV/Å.

***

[2]
# C19H33NO9P

A cluster of 4 separate species, C19H33NO9P in total at a distorted geometry (ωB97M-V/def2-TZVPD, the Open Molecules 2025 dataset).

Results
net charge	+1
calculated total energy	-49435.341	eV
Kohn-Sham gap	8.3	eV

```
63
Properties=species:S:1:pos:R:3:forces:R:3:nbo_charge:R:1
C 1.4599 -0.0722 2.6008 -0.425 0.818 0.194 -0.641
C 0.1681 -1.0244 2.7968 -0.173 1.106 -0.347 -0.450
C 0.2466 -2.4502 2.0483 -0.999 -0.159 0.697 -0.777
P 1.8117 -3.4361 2.3801 -1.964 -1.750 -2.064 1.810
O 1.5822 -4.4484 3.7769 0.890 3.724 0.539 -0.675
C 1.5939 -3.5430 4.8723 -2.175 1.539 2.262 0.454
N 1.3313 -2.7890 5.7872 1.778 -3.963 -4.866 -0.257
O 2.0267 -4.4880 1.0293 0.360 2.898 3.489 -0.718
C 3.0974 -3.9587 0.1810 1.749 0.126 -2.090 -0.133
C 2.6204 -2.8964 -0.9211 0.254 -0.320 -0.965 0.061
C 1.2933 -3.3381 -1.7133 -0.476 0.399 0.812 -0.655
O 2.4954 -1.5618 -0.3084 0.609 -1.082 -1.460 -0.748
H 1.5766 0.5332 3.5764 0.135 -1.087 -1.533 0.234
H 2.4302 -0.6152 2.3335 -1.296 0.752 0.540 0.182
H 1.2957 0.7212 1.7719 0.114 -1.598 1.221 0.260
H -0.7287 -0.4579 2.3262 1.505 -1.186 0.647 0.301
H -0.1063 -1.1142 3.9205 0.709 -0.289 -1.946 0.231
H 0.0464 -2.3975 0.9077 0.879 0.056 1.855 0.311
H -0.6312 -3.0849 2.4668 1.676 0.764 -0.681 0.308
H 2.9789 -2.6560 2.6522 -0.434 -0.652 -0.173 0.040
H 3.9578 -3.4907 0.7839 -1.360 -0.654 -0.693 0.206
H 3.5571 -4.8646 -0.3745 -0.996 1.370 1.021 0.243
H 3.4596 -2.8137 -1.7192 -1.111 -0.474 1.492 0.198
H 0.4769 -3.5820 -0.9243 1.299 0.133 -1.501 0.209
H 0.8855 -2.4388 -2.3027 0.819 -1.354 0.803 0.237
H 1.4586 -4.2280 -2.4332 -0.195 1.453 1.372 0.243
H 2.9248 -0.9724 -0.9820 -0.822 -0.369 1.225 0.500
O -0.5363 0.9735 -0.4209 0.799 -0.029 -0.387 -0.572
C -0.1360 1.1307 -1.5462 -0.655 0.136 0.838 0.792
O 1.1667 1.3726 -1.8653 -0.251 -0.279 0.435 -0.505
C 1.2687 1.6159 -3.2750 0.407 0.283 -0.535 -0.075
C 0.0451 0.9728 -3.8810 -0.218 -0.142 -0.642 -0.428
C -0.9864 1.1366 -2.7861 0.087 -0.278 -0.404 -0.534
H 1.2940 2.6965 -3.4414 -0.037 -0.086 0.024 0.197
H 2.1925 1.1771 -3.6577 0.006 0.092 0.252 0.190
H -0.2498 1.4201 -4.8316 0.124 0.003 0.098 0.243
H 0.2323 -0.0927 -4.0530 0.006 0.094 -0.024 0.197
H -1.5067 2.0949 -2.8568 -0.041 -0.080 0.086 0.256
H -1.6981 0.3109 -2.7778 -0.118 0.279 0.246 0.242
O -2.8839 -0.0433 1.9772 0.240 -1.036 0.403 -0.545
C -3.2945 -1.0497 2.4964 -0.294 1.364 -0.716 0.797
O -2.5760 -2.2047 2.5956 -0.049 0.277 -0.058 -0.531
C -3.4023 -3.2285 3.1653 -0.155 -0.627 0.159 -0.074
C -4.4899 -2.4919 3.9115 -0.441 -0.159 0.499 -0.430
C -4.6666 -1.2389 3.0809 -0.062 -0.217 0.466 -0.530
H -3.7991 -3.8477 2.3552 0.038 0.059 0.025 0.187
H -2.8045 -3.8562 3.8299 0.120 0.102 -0.182 0.195
H -5.4048 -3.0757 4.0248 0.150 -0.015 -0.022 0.235
H -4.1360 -2.2221 4.9118 -0.042 -0.079 -0.099 0.216
H -5.3825 -1.3869 2.2688 0.044 0.168 0.008 0.247
H -4.9521 -0.3855 3.6958 -0.018 0.080 -0.378 0.256
O 0.2479 5.2557 -5.5109 -0.158 -0.280 0.967 -0.558
C 0.1891 5.6487 -4.3739 -0.055 0.044 -1.326 0.787
O -0.3761 4.9447 -3.3532 0.183 -0.165 -0.367 -0.505
C -0.3732 5.7474 -2.1664 -0.198 0.037 0.609 -0.074
C 0.7154 6.7723 -2.3817 0.347 0.430 0.387 -0.430
C 0.6751 6.9832 -3.8799 0.317 0.077 0.417 -0.531
H -1.3599 6.2063 -2.0535 0.050 -0.047 -0.035 0.184
H -0.1747 5.1174 -1.2971 -0.141 -0.115 -0.207 0.199
H 0.5652 7.6870 -1.8057 -0.031 -0.138 0.001 0.229
H 1.6844 6.3495 -2.0967 -0.113 0.046 0.015 0.209
H -0.0468 7.7527 -4.1637 0.092 -0.048 -0.133 0.244
H 1.6622 7.2142 -4.2800 -0.279 0.047 -0.271 0.249
```
Forces are in eV/Å.

***

- Which formula does entry 2 have?
  C19H33NO9P